# 1
30
Properties=species:S:1:pos:R:3:forces:R:3:nbo_charge:R:1 method="wB97M-V/def2-TZVPD" e_homo_ev=-13.30 lumo_ev=-4.4 total_charge=+1
C 0.0948 0.5135 -0.9496 1.69 1.28 -0.54 0.586
C -2.1975 0.1409 -0.2299 -1.10 1.00 2.34 -0.660
C 1.7424 2.1419 -1.0698 2.65 1.29 1.06 -0.453
C -0.9562 -1.4681 2.0147 -0.75 -1.92 2.34 -0.448
C 1.2008 -1.2272 0.8049 1.11 -4.28 -0.10 -0.434
C -0.0629 -0.8391 -3.0241 0.66 0.53 -0.75 -0.271
C -0.7948 -0.4558 -0.2188 0.44 -0.84 -2.33 -0.121
N 0.7761 1.4120 -0.3327 -1.87 -1.62 0.08 -0.539
N -0.1235 -0.6898 1.1055 0.21 1.67 0.03 -0.463
O 1.4387 1.3419 2.7949 2.40 -1.93 -0.10 -0.848
O -0.8151 2.0345 2.6800 0.46 0.73 0.15 -0.846
O 0.2140 0.3981 -2.2895 -0.52 -0.62 0.02 -0.513
S 0.5595 2.4217 2.9138 -2.84 1.20 -0.07 1.736
H -2.3909 0.5137 0.8398 0.15 -0.43 -1.36 0.244
H -2.9957 -0.6334 -0.3951 0.73 1.10 -0.35 0.253
H -2.2553 1.1393 -0.7876 -0.10 -1.92 0.19 0.273
H 1.4027 2.9317 -1.6980 -0.80 0.41 -0.63 0.222
H 2.4251 1.5344 -1.6360 -0.13 -0.74 -0.72 0.204
H 2.5031 2.6533 -0.4037 -1.21 -0.42 -0.08 0.203
H -0.9505 -2.6088 1.7363 -0.20 2.36 0.16 0.246
H -0.5497 -1.4330 3.0845 -0.26 0.12 -1.62 0.253
H -1.9941 -1.0177 2.0915 1.32 -0.80 -0.40 0.252
H 1.8289 -1.6673 1.6374 -1.39 0.76 -0.40 0.262
H 1.0469 -2.0826 0.0627 0.22 0.91 1.08 0.212
H 1.8050 -0.5343 0.3086 0.61 1.22 -0.44 0.251
H 0.2670 -1.7228 -2.4250 0.23 0.64 -0.91 0.177
H 0.5193 -0.6367 -4.0026 -0.96 -0.92 1.71 0.244
H -1.1363 -0.9860 -3.2537 0.47 0.42 0.16 0.201
H -0.7199 -1.4515 -0.8469 -0.42 1.75 1.77 0.247
H 0.1181 0.2769 1.4886 -0.80 -0.97 -0.30 0.526

# 2
30
Properties=species:S:1:pos:R:3:forces:R:3:nbo_charge:R:1 method="wB97M-V/def2-TZVPD" e_homo_ev=-11.97 lumo_ev=-4.5 total_charge=+1
C -1.2520 4.5016 -1.3909 -0.50 0.42 -0.22 -0.678
C -2.7175 3.8756 -0.9636 -0.07 1.12 -1.78 -0.091
O -2.6605 2.5192 -0.3974 0.49 1.95 1.98 -0.548
C -2.2402 2.5149 1.0123 -0.85 -1.62 0.31 0.081
N -0.7016 2.4192 1.0509 0.02 -2.66 0.83 -0.696
C -0.2843 1.3883 2.1154 2.53 1.57 5.96 0.856
O 0.1369 1.7413 3.3589 -3.33 -2.34 -8.77 -0.519
O -0.3033 -0.0852 1.8339 1.40 3.32 -1.46 -0.730
H -0.7920 3.8969 -2.3098 -0.94 1.21 2.19 0.215
H -1.4785 5.6033 -1.7871 0.58 -2.37 0.89 0.231
H -0.4987 4.5738 -0.4821 -1.60 -0.23 -1.96 0.234
H -3.3235 4.6524 -0.3098 1.35 -1.80 -0.92 0.190
H -3.3327 3.7838 -1.9825 1.30 -0.03 2.34 0.204
H -2.6390 1.4924 1.4793 0.45 2.30 -1.13 0.184
H -2.6517 3.4003 1.6581 0.99 -1.45 -1.52 0.206
H -0.4725 2.0484 0.0797 -0.31 0.32 1.66 0.387
H 0.2938 -0.1939 1.0166 -1.49 0.28 1.51 0.475
C 3.4089 -2.7005 -0.2802 -0.26 -0.74 0.47 -0.738
C 2.0161 -2.9661 -0.7607 -0.37 4.46 -0.91 0.690
O 1.2278 -2.1361 -1.1645 1.16 -0.75 0.76 -0.461
N 1.5104 -4.2825 -0.8515 -0.22 -2.01 -0.55 -0.565
C 0.7293 -4.6672 0.3467 -0.48 -0.58 0.92 -0.426
H 3.3890 -1.8949 0.4576 0.01 0.00 -0.24 0.293
H 3.8247 -3.5946 0.1919 0.15 0.13 -0.02 0.235
H 4.0369 -2.4194 -1.1287 -0.11 0.07 0.03 0.293
H 2.2740 -4.9416 -1.0140 -0.18 -0.30 -0.19 0.448
H 0.8580 -4.2321 -1.6408 0.18 -0.41 -0.20 0.471
H 1.3425 -4.5024 1.2366 -0.17 -0.03 -0.13 0.244
H 0.4840 -5.7273 0.2487 -0.01 0.21 0.12 0.253
H -0.1844 -4.0675 0.3768 0.29 -0.04 0.01 0.262

# 3
27
Properties=species:S:1:pos:R:3:forces:R:3:nbo_charge:R:1 method="wB97M-V/def2-TZVPD" e_homo_ev=-8.80 lumo_ev=0.9
C -1.7119 -0.2951 0.2242 0.15 -0.19 0.01 -0.284
C -2.6196 2.0864 0.1847 0.11 0.09 0.04 -0.688
C -0.8492 -1.1448 1.1538 -0.13 0.11 -0.09 -0.594
C -1.4923 -0.7074 -1.2386 -0.13 0.06 0.16 -0.592
C -1.4292 1.1838 0.3728 -0.34 0.16 -0.05 0.359
N -0.2541 1.5767 0.6257 0.29 0.01 0.21 -0.676
H -2.7674 -0.4575 0.4704 0.03 0.04 -0.01 0.200
H -0.1716 2.5911 0.6929 -0.27 0.00 -0.08 0.335
H -3.1740 1.8078 -0.7111 -0.04 0.00 -0.04 0.226
H -3.2955 1.9706 1.0336 -0.05 -0.02 0.01 0.231
H -2.3244 3.1333 0.1166 -0.01 -0.01 -0.02 0.215
H -1.1169 -2.1955 1.0577 -0.03 -0.07 0.03 0.209
H -0.4376 -0.6331 -1.4959 0.08 0.00 -0.02 0.215
H -0.9734 -0.8351 2.1900 0.00 -0.04 0.08 0.210
H 0.1989 -1.0365 0.8939 0.11 0.03 -0.02 0.216
H -2.0674 -0.0828 -1.9221 -0.02 0.01 -0.07 0.202
H -1.7972 -1.7426 -1.3820 -0.01 -0.04 -0.05 0.217
C 3.1585 -1.3175 0.6703 -0.60 -0.15 0.05 -0.681
C 2.4868 -0.7611 -0.5434 0.95 2.46 -0.57 0.414
N 2.3005 0.6575 -0.6415 0.63 0.72 1.76 -0.883
N 2.3494 -1.3258 -1.6614 -1.57 1.57 -1.82 -0.642
H 1.4131 1.0214 -0.9777 0.06 -0.68 0.20 0.396
H 2.5525 1.2193 0.1608 -0.10 -0.22 0.22 0.372
H 2.0461 -0.3512 -2.1846 0.81 -3.78 0.07 0.327
H 3.2797 -2.3884 0.5368 0.05 -0.04 0.06 0.240
H 4.1364 -0.8575 0.8150 -0.01 0.07 -0.13 0.232
H 2.5598 -1.1158 1.5592 0.04 -0.07 0.07 0.224

# 4
28
Properties=species:S:1:pos:R:3:forces:R:3:nbo_charge:R:1 method="wB97M-V/def2-TZVPD" e_homo_ev="-10.72 / -10.75" lumo_ev="-4.2 / -4.0" total_charge=+1
C 0.9463 -0.5366 0.4552 0.96 1.97 -0.21 0.450
C 1.5546 -1.6990 2.4298 -0.64 -0.02 1.40 -0.099
C 0.4643 -2.7810 0.5607 -1.34 -1.01 -0.41 -0.421
C 1.2340 1.6064 -0.4727 -2.77 -0.88 -0.53 -0.445
C 3.1842 0.5999 0.6118 -1.14 -2.21 2.30 -0.425
C -2.9301 0.0186 -2.1626 -0.32 -0.36 0.89 -0.497
C -2.9729 1.8832 -0.4076 0.98 1.67 2.03 -0.485
N -1.3604 0.1126 -0.4494 3.06 -0.87 2.91 -0.270
N 1.1492 -1.6736 1.1750 1.34 1.79 0.82 -0.342
N 1.7669 0.4615 0.2443 -0.66 -2.60 0.68 -0.338
N -2.2894 0.6629 -0.8559 -4.40 -0.60 -4.84 -0.027
H 1.3104 -2.6007 3.0337 0.23 0.74 -0.65 0.220
H 1.8054 -0.7648 3.0119 -0.02 -1.13 -1.22 0.227
H -0.6206 -2.7414 0.9127 1.57 -0.57 -0.16 0.253
H 0.3715 -2.5984 -0.5163 0.38 -0.07 0.26 0.252
H 1.0679 -3.6761 0.7685 -0.78 0.02 0.01 0.234
H 1.8428 2.4585 -0.5256 0.92 1.32 1.35 0.228
H 1.2818 1.3797 -1.5271 -0.70 -0.59 -0.51 0.223
H 0.1411 1.7182 -0.1108 1.95 0.24 -0.82 0.259
H 3.7021 0.6912 -0.2529 1.74 0.66 -2.71 0.217
H 3.1074 1.5157 1.1390 1.11 0.72 0.99 0.226
H 3.6575 -0.2955 1.1437 -1.12 1.40 -0.31 0.231
H -3.1009 0.7682 -2.8896 -0.96 0.97 -0.48 0.205
H -2.2174 -0.6180 -2.6498 0.92 -0.26 0.46 0.218
H -3.7738 -0.6643 -1.9393 0.08 1.00 0.11 0.222
H -3.7686 1.7489 0.3339 0.19 -0.65 -0.27 0.239
H -2.1923 2.4887 0.1025 -0.42 -0.44 -0.13 0.217
H -3.3612 2.5352 -1.1633 -0.17 -0.26 -0.97 0.228

Looking at largest force on an atom for the records above, in order, we have 4.4 9.7 3.9 6.6 eV/Å.
Looking at relative energy (zero: lowest compared OMol25 entry of this formula, charge and spin) for the records above, in order, we have 0.0 302.5 146.2 741.0 kJ/mol.